# 1
DFT (the ωB97M-V functional and the def2-TZVPD basis) results for a 7-piece molecular cluster, C49H123N6O7 overall.

```
185
Properties=species:S:1:pos:R:3:mulliken_charge:R:1
C -0.2873 1.3064 0.0849 0.495
O -0.6930 -0.0360 0.3413 -0.391
H 0.7836 1.5069 0.1167 -0.609
H -0.6901 1.7470 -0.8271 0.125
H -0.7731 1.8661 0.8842 -0.227
C -1.9709 -4.8207 -3.8563 -1.278
C -0.5790 -4.1482 -3.7871 -0.352
N -0.5790 -2.8999 -2.7393 0.744
C 0.8351 -2.3080 -2.8954 -1.168
C -1.6240 -1.8354 -3.1077 0.447
C -1.5881 -1.3940 -4.5212 -1.295
C -0.9699 -3.3306 -1.3219 0.005
C -0.2787 -4.5974 -0.7441 -1.366
O 1.0466 -4.3498 -0.6147 0.272
C 1.8782 -5.4968 -0.8125 -0.847
H -2.3115 -5.3882 -2.9903 0.307
H -1.9614 -5.5538 -4.6630 0.490
H -2.8231 -4.2127 -4.1599 0.236
H -0.2840 -3.6563 -4.7140 0.682
H 0.2012 -4.8854 -3.5980 0.409
H 0.7673 -1.5855 -2.0821 0.291
H 1.0388 -1.8465 -3.8616 0.463
H 1.5267 -3.0860 -2.5721 0.308
H -1.4297 -0.9505 -2.5017 -0.119
H -2.6012 -2.2683 -2.8939 0.016
H -2.3649 -0.6302 -4.4858 0.408
H -1.8252 -2.1871 -5.2302 0.328
H -0.6471 -0.8884 -4.7379 0.071
H -2.0477 -3.2955 -1.1635 0.243
H -0.7160 -2.4492 -0.7330 -0.383
H -0.4559 -5.3474 -1.5149 0.893
H -0.7297 -4.8354 0.2193 0.317
H 1.7148 -5.9611 -1.7850 0.465
H 1.7058 -6.1726 0.0251 0.275
H 2.9218 -5.1876 -0.8707 0.037
C 2.9161 2.4775 -2.0512 -1.353
C 1.8513 2.7447 -3.0914 -0.465
N 2.3610 3.0907 -4.5296 0.560
C 3.5594 4.0723 -4.4505 -1.030
C 2.8401 1.7967 -5.1665 -0.759
C 1.8071 0.6545 -5.3061 -0.678
C 1.1039 3.7299 -5.2555 -0.884
C 1.2220 4.0562 -6.7642 -0.704
O 2.0425 5.2224 -6.7584 -0.311
C 2.2589 5.8416 -8.0124 -0.714
H 3.7969 1.8870 -2.3037 0.326
H 2.4894 2.1504 -1.1031 0.187
H 3.3507 3.4254 -1.7338 0.351
H 1.3173 3.6062 -2.6904 0.299
H 1.1063 1.9520 -3.1587 0.253
H 3.2153 4.9764 -3.9481 0.377
H 3.8224 4.2979 -5.4840 0.410
H 4.4574 3.6685 -3.9829 0.373
H 3.7527 1.4958 -4.6520 0.570
H 3.0233 2.0137 -6.2189 0.458
H 2.3111 -0.0847 -5.9286 0.459
H 0.9416 1.0303 -5.8519 0.200
H 1.5843 0.1904 -4.3453 -0.049
H 1.0560 4.6731 -4.7111 0.512
H 0.2485 3.0741 -5.0928 0.491
H 0.2738 4.1060 -7.2996 0.483
H 1.7821 3.2858 -7.2940 0.310
H 1.5929 6.6826 -8.2058 0.250
H 1.9801 5.0382 -8.6943 0.356
H 3.2955 6.1664 -8.1014 0.250
C -3.7904 2.5427 -3.2606 -1.426
C -5.0263 2.1790 -2.5558 -0.302
N -4.8545 1.7776 -1.0613 0.794
C -4.1001 2.9329 -0.3676 -1.562
C -6.2734 1.7042 -0.5301 -0.527
C -6.5653 1.1396 0.8312 -1.003
C -3.9343 0.5380 -0.7788 -0.360
C -4.5386 -0.8717 -1.1386 -0.720
O -4.7378 -0.9407 -2.5691 -0.334
C -5.5531 -2.1014 -2.8443 -0.909
H -3.0341 1.7580 -3.2793 0.190
H -3.2044 3.3467 -2.8152 0.359
H -4.0676 2.8815 -4.2588 0.487
H -5.5810 1.3435 -2.9829 0.406
H -5.5768 3.1195 -2.5333 0.430
H -4.1124 2.6914 0.6952 0.383
H -4.5447 3.8871 -0.6505 0.422
H -3.0836 2.8883 -0.7585 0.449
H -6.8831 1.1242 -1.2229 0.499
H -6.6500 2.7060 -0.7369 0.645
H -6.3050 1.8919 1.5756 0.293
H -5.9575 0.2560 1.0262 0.021
H -7.5979 0.8112 0.9489 0.429
H -3.8260 0.5221 0.3057 0.152
H -2.9141 0.6557 -1.1440 -0.255
H -5.4887 -1.0030 -0.6209 0.969
H -3.9342 -1.7307 -0.8470 0.059
H -5.1333 -3.0619 -2.5454 0.341
H -5.6922 -2.2404 -3.9165 0.353
H -6.5315 -2.0947 -2.3639 0.325
C -2.9928 5.0145 2.7005 -1.060
C -1.9369 5.6389 3.5825 -0.833
N -0.6667 4.8637 3.9621 0.113
C 0.0787 5.6777 5.0388 -0.919
C -1.1465 3.5123 4.6454 -0.541
C -1.9260 3.6843 5.9437 -1.524
C 0.2325 4.4209 2.7600 0.063
C 0.5384 5.5132 1.8016 -0.807
O 1.5142 6.2587 2.2834 -0.271
C 2.1060 7.0844 1.2218 -0.755
H -2.5767 4.8543 1.7059 0.261
H -3.9070 5.5923 2.5642 0.539
H -3.2974 4.0756 3.1629 0.160
H -2.4248 5.8655 4.5306 0.636
H -1.5933 6.6068 3.2174 0.615
H 0.3869 6.5916 4.5310 0.389
H 0.9465 5.1330 5.4109 0.331
H -0.6232 5.9401 5.8303 0.465
H -0.1824 3.0511 4.8597 0.556
H -1.5609 2.8503 3.8850 0.383
H -2.5554 2.8255 6.1773 0.383
H -2.6180 4.5251 5.9931 0.342
H -1.2470 3.7160 6.7958 0.463
H -0.3790 3.6679 2.2628 -0.084
H 1.0803 3.9331 3.2411 0.418
H -0.3039 6.1665 1.5744 0.213
H 0.8537 5.0219 0.8810 0.380
H 2.9569 7.5614 1.7081 0.298
H 1.4762 7.9560 1.0436 0.348
H 2.3507 6.6141 0.2694 0.248
C -1.0323 -0.3301 5.1324 -0.843
C -1.6677 -1.6925 4.9868 -0.670
N -1.8311 -2.2711 3.5646 0.815
C -2.5766 -3.6635 3.7299 -1.060
C -2.6216 -1.2313 2.7286 -0.162
C -3.9701 -0.7307 3.2758 -1.550
C -0.4829 -2.4169 2.7167 0.386
C 0.4231 -3.5745 3.1142 -0.317
O -0.2844 -4.8080 3.0014 -0.261
C 0.5273 -5.9650 3.2285 -0.538
H -1.0070 0.0235 6.1631 0.600
H -1.6038 0.4156 4.5797 -0.037
H 0.0034 -0.3457 4.7931 0.213
H -2.6051 -1.6709 5.5427 0.540
H -1.0659 -2.4162 5.5366 0.560
H -2.0105 -4.2943 4.4153 0.393
H -2.6926 -4.1766 2.7752 0.247
H -3.5460 -3.3680 4.1311 0.522
H -2.8597 -1.6621 1.7561 0.167
H -1.8938 -0.4521 2.5023 0.341
H -4.4485 0.0084 2.6332 0.188
H -4.1317 -0.3518 4.2850 0.363
H -4.6365 -1.5838 3.1481 0.466
H 0.1009 -1.4979 2.7694 0.227
H -0.5955 -2.6143 1.6507 -0.755
H 0.9611 -3.4745 4.0569 0.503
H 1.1560 -3.5818 2.3074 -0.026
H 1.5071 -5.8492 2.7652 -0.124
H 0.1330 -6.8361 2.7051 0.317
H 0.7305 -6.2480 4.2613 0.351
C 7.2274 -3.4515 0.2178 -1.367
C 5.8784 -4.0800 0.6309 -0.109
N 5.4636 -4.1210 2.1844 0.468
C 4.1315 -4.8741 2.2880 -1.073
C 6.5968 -4.8601 2.9438 -0.474
C 6.3490 -5.1340 4.4065 -1.237
C 5.2887 -2.7066 2.8625 -0.871
C 4.4972 -1.6918 2.0849 -1.170
O 3.2216 -2.1337 1.6522 0.315
C 2.5673 -1.2398 0.6913 -0.996
H 7.1755 -3.1198 -0.8192 0.394
H 8.0481 -4.1089 0.5049 0.387
H 7.3912 -2.5423 0.7963 0.327
H 5.7701 -5.0960 0.2513 0.472
H 5.0485 -3.4851 0.2495 0.090
H 3.7834 -4.8776 3.3209 0.484
H 4.3561 -5.8979 1.9888 0.465
H 3.4302 -4.5017 1.5413 0.048
H 7.5330 -4.3291 2.7717 0.458
H 6.6757 -5.7768 2.3595 0.453
H 5.4049 -5.6554 4.5645 0.256
H 6.5017 -4.1931 4.9351 0.379
H 7.2006 -5.7425 4.7108 0.447
H 6.3432 -2.4473 2.7687 0.551
H 4.9343 -2.8538 3.8827 0.479
H 5.0137 -1.3777 1.1780 0.540
H 4.4665 -0.7461 2.6260 0.390
H 1.7071 -1.8102 0.3410 -0.101
H 3.1342 -1.1863 -0.2382 0.499
H 2.2414 -0.3129 1.1633 0.397
```

Properties
- HOMO energy (spin up / spin down): -9.11 / -14.04 eV
- Kohn-Sham gap (spin up / spin down): 2.336 / 7.059 eV
- LUMO level (spin up / spin down): -6.770 / -6.981 eV
- 2S+1: 2
- Net charge: +4

---

# 2
DFT (the ωB97M-V functional and the def2-TZVPD basis) results for a 9-piece molecular cluster, C49H124N10O17 overall.

```
200
Properties=species:S:1:pos:R:3:mulliken_charge:R:1
C -4.2363 -11.8038 -3.3822 -0.733
O -2.8358 -11.8573 -3.3105 -0.319
C -2.2376 -12.0023 -4.5733 -0.584
C -0.7884 -11.6135 -4.4685 -0.650
N -0.6507 -10.1450 -4.4357 -0.322
C 0.7559 -9.7717 -4.1965 -0.844
C 0.9283 -8.2950 -3.9339 0.045
O 1.6824 -8.1325 -2.7208 -0.438
C 1.5669 -6.8564 -2.1893 -0.715
H -4.6071 -10.8241 -3.7000 0.283
H -4.6341 -11.9864 -2.3797 0.252
H -4.6420 -12.6048 -4.0133 0.308
H -2.7165 -11.4089 -5.3641 0.339
H -2.3192 -13.0525 -4.8976 0.409
H -0.2336 -12.0360 -5.3084 0.418
H -0.3994 -12.0329 -3.5251 0.360
H -1.1076 -9.8952 -3.5536 0.256
H 1.3840 -10.0909 -5.0347 0.352
H 1.1914 -10.3373 -3.3497 0.387
H 0.0022 -7.7173 -3.8811 0.001
H 1.5936 -7.8627 -4.6964 0.289
H 1.7780 -6.0905 -2.9570 0.305
H 2.3382 -6.7537 -1.4255 0.288
H 0.5953 -6.6198 -1.7309 0.325
C 11.9787 -3.4075 5.0856 -0.716
O 11.3133 -4.2140 4.1525 -0.352
C 9.9207 -3.9935 4.1494 -0.223
C 9.2436 -5.0730 3.3539 -0.970
N 7.8851 -4.7485 2.9685 -0.152
C 7.0020 -4.3270 3.9978 -0.334
C 5.5990 -4.1105 3.5178 -0.785
O 5.4839 -3.0304 2.6261 -0.296
C 5.3383 -3.4337 1.2727 -0.681
H 11.6649 -2.3548 4.9963 0.294
H 13.0478 -3.5124 4.9631 0.261
H 11.6812 -3.6980 6.1100 0.296
H 9.7081 -2.9833 3.7697 0.326
H 9.5432 -4.0651 5.1882 0.316
H 9.3168 -6.0231 3.8865 0.252
H 9.7973 -5.1854 2.4162 0.398
H 7.8521 -4.2122 2.1199 0.224
H 7.2754 -3.3712 4.4902 0.267
H 7.0518 -5.0578 4.8124 0.299
H 4.9551 -3.9037 4.3843 0.377
H 5.1534 -5.0400 3.1259 0.398
H 4.3405 -3.8658 1.1201 0.190
H 6.0946 -4.1527 0.9409 0.342
H 5.4420 -2.5410 0.6564 0.258
C -3.3626 1.9723 7.3178 -0.827
O -3.4975 1.9819 5.9358 -0.339
C -2.2578 2.0839 5.2841 -1.010
C -2.3355 1.9866 3.7734 0.214
N -2.6935 0.6834 3.2061 0.186
C -3.9364 0.1120 3.7088 -0.489
C -4.1260 -1.2673 3.1700 -0.719
O -3.9574 -1.2431 1.7706 -0.016
C -4.4226 -2.4133 1.1640 -0.896
H -4.3204 1.7259 7.7625 0.267
H -3.0276 2.9547 7.6916 0.299
H -2.5967 1.2584 7.6564 0.332
H -1.5349 1.3365 5.6559 0.409
H -1.8048 3.0747 5.4740 0.515
H -1.3218 2.1857 3.4125 -0.109
H -3.0396 2.7444 3.3851 0.212
H -2.7652 0.7828 2.1850 -0.078
H -4.8262 0.7237 3.4750 0.303
H -3.8817 0.0286 4.7911 0.256
H -5.1451 -1.6194 3.4034 0.489
H -3.4473 -1.9854 3.6592 0.287
H -5.5061 -2.5412 1.3399 0.371
H -3.9206 -3.3058 1.5620 0.402
H -4.3107 -2.3526 0.0838 0.078
C 0.3914 4.3080 -1.2098 0.221
O 0.5624 5.5589 -0.5396 -0.518
C -0.2612 5.6985 0.5930 1.016
C 0.1227 6.9271 1.3644 -1.468
N 1.5215 6.8486 1.8059 0.070
C 1.7591 7.6776 2.9957 -0.719
C 1.9858 9.1360 2.7057 -0.784
O 3.2218 9.2630 2.0457 -0.252
C 3.6262 10.5992 1.9231 -0.776
H -0.4669 4.3262 -1.8923 -0.011
H 0.3183 3.4741 -0.5048 -0.341
H 1.2972 4.1548 -1.8037 0.414
H -0.2048 4.8094 1.2457 -0.757
H -1.3157 5.7646 0.2966 0.539
H -0.5730 6.9677 2.2047 0.353
H -0.0024 7.7914 0.7015 0.343
H 2.0426 7.3097 1.0637 0.368
H 2.6549 7.2971 3.5045 0.177
H 0.9921 7.5141 3.7557 0.410
H 1.9454 9.7426 3.6252 0.545
H 1.1811 9.5417 2.0629 0.342
H 3.6832 11.0774 2.9126 0.307
H 2.9083 11.1647 1.3163 0.309
H 4.6228 10.6082 1.4951 0.231
C -1.8348 -0.8763 -4.2106 -0.249
O -2.9137 -1.7291 -3.9495 -0.444
C -2.6405 -2.7676 -3.0534 0.209
C -1.7643 -3.8488 -3.6277 -0.160
N -2.4427 -4.4599 -4.7451 -0.308
C -1.6539 -5.3849 -5.5379 -0.125
C -2.0309 -5.3127 -6.9996 -0.867
O -3.2800 -5.8492 -7.1926 -0.303
C -3.8000 -5.5584 -8.4656 -0.788
H -2.1003 -0.2322 -5.0479 0.308
H -0.9362 -1.4309 -4.5133 0.239
H -1.5932 -0.2349 -3.3511 -0.134
H -3.5919 -3.1899 -2.7289 0.359
H -2.1715 -2.3810 -2.1340 -0.420
H -1.5679 -4.5722 -2.8347 0.309
H -0.8368 -3.3765 -3.9953 -0.023
H -2.9641 -3.8068 -5.3082 0.306
H -1.7517 -6.4201 -5.2063 0.128
H -0.6053 -5.0270 -5.5164 0.214
H -1.2657 -5.8254 -7.6082 0.458
H -1.9439 -4.2611 -7.3348 0.384
H -3.1098 -5.8206 -9.2718 0.316
H -4.0245 -4.4801 -8.5422 0.308
H -4.7600 -6.0618 -8.5421 0.252
C 4.8677 3.6061 -1.0678 -0.725
O 4.7206 3.4745 0.2956 -0.428
C 3.3738 3.6245 0.7139 0.204
C 3.3919 3.6327 2.2277 -1.086
N 2.0757 3.8347 2.7967 1.223
C 2.1500 3.9499 4.2602 -1.300
C 0.7924 3.9790 4.8574 0.450
O 0.1969 5.2483 4.7517 -0.349
C -1.1361 5.1958 4.2961 -0.115
H 5.9189 3.4623 -1.3215 0.298
H 4.5508 4.5892 -1.4483 0.277
H 4.3136 2.8475 -1.6500 0.272
H 2.7322 2.8424 0.2905 0.138
H 3.0019 4.6084 0.3783 0.063
H 4.0998 4.3994 2.5763 0.395
H 3.7723 2.6610 2.5640 0.326
H 1.6500 4.7050 2.4836 -0.964
H 2.6971 4.8704 4.5312 0.367
H 2.6878 3.0853 4.6586 0.606
H 0.8435 3.7156 5.9225 0.406
H 0.2152 3.1568 4.4071 -0.749
H -1.7538 4.5384 4.9252 0.240
H -1.1899 4.8411 3.2605 -0.117
H -1.5479 6.1995 4.4027 0.360
C -3.2668 3.9482 -3.7270 -1.013
O -3.7000 4.5958 -2.5513 -0.113
C -5.1025 4.6174 -2.3926 -0.652
C -5.4847 5.8781 -1.6735 -0.960
N -5.1214 7.0706 -2.4222 -0.298
C -5.8150 7.1724 -3.7153 -0.348
C -5.7492 8.5881 -4.1789 -0.783
O -6.6488 9.3250 -3.3808 -0.297
C -6.4483 10.7055 -3.4540 -0.750
H -2.2086 4.1645 -3.8172 0.242
H -3.7415 4.4325 -4.5958 0.381
H -3.5105 2.8824 -3.7595 0.392
H -5.3537 3.7371 -1.7843 0.325
H -5.6280 4.5014 -3.3482 0.548
H -4.9433 5.8889 -0.7263 0.483
H -6.5742 5.8466 -1.4881 0.403
H -5.4233 7.8899 -1.9030 0.251
H -6.8826 6.9308 -3.5645 0.328
H -5.3685 6.4907 -4.4370 0.225
H -6.0401 8.6799 -5.2342 0.428
H -4.7293 8.9791 -4.0658 0.356
H -5.4012 10.9946 -3.2563 0.319
H -7.0766 11.2090 -2.7219 0.254
H -6.6813 11.1456 -4.4396 0.294
C -2.7198 2.6952 0.3216 -0.083
O -2.5010 1.3218 0.3937 -0.660
C -1.2396 1.0180 -0.2607 0.112
C -0.9467 -0.4502 -0.2011 -0.198
N -0.5489 -0.9337 1.1294 0.576
C -0.5130 -2.3998 1.1766 -1.046
C 0.5997 -3.0137 0.3530 -1.056
O 0.1886 -3.0999 -0.9910 0.282
C 1.2806 -3.2011 -1.8659 -0.760
H -3.6198 2.9470 0.8954 0.430
H -2.8464 3.0795 -0.6947 0.149
H -1.9376 3.2526 0.8640 -0.234
H -0.4718 1.6414 0.2025 -0.593
H -1.4356 1.2611 -1.3132 0.309
H -0.1521 -0.6554 -0.9218 0.494
H -1.8470 -0.9938 -0.5223 -0.264
H -1.2875 -0.6769 1.7844 -0.147
H -1.4756 -2.8516 0.8861 0.261
H -0.3574 -2.6829 2.2242 0.681
H 0.7291 -4.0435 0.7188 0.508
H 1.5212 -2.4283 0.4339 0.598
H 2.0297 -3.8995 -1.4579 0.249
H 1.7627 -2.2277 -2.0268 0.308
H 1.0116 -3.6331 -2.8275 0.110
N 2.2410 -1.1559 3.3519 -0.286
C 2.2232 0.2125 3.5681 0.506
N 1.4253 0.9332 2.6926 0.163
O 2.9068 0.7334 4.4320 -0.683
H 2.8512 -1.6921 3.9352 0.089
H 1.7040 -1.5829 2.6243 0.099
H 1.5170 1.9455 2.6917 -0.325
H 0.8948 0.3738 2.0337 0.476
```

Properties
- Relative energy (zero: lowest compared OMol25 entry of this formula, charge and spin): 19.68 kcal/mol
- HOMO energy: -8.45 eV
- Kohn-Sham gap: 8.866 eV
- LUMO level: 0.418 eV
- 2S+1: 1

---

Record-wise max |F| values, in eV/Å: 4.477, 1.765